{"formula": "C20H18Cl5CoN3O8P", "method": "wB97M-V/def2-TZVPD", "homo_ha": [-0.20446, -0.22181], "spin_multiplicity": 4, "total_charge": -1, "e_tot_ha": -5564.424734, "s2": 3.76, "relative_energy_kcal_mol": 18.6, "species": ["Co", "O", "C", "C", "C", "N", "C", "C", "C", "O", "O", "C", "O", "O", "H", "H", "H", "Cl", "C", "C", "C", "Cl", "C", "Cl", "C", "Cl", "C", "Cl", "C", "O", "P", "O", "C", "O", "C", "H", "H", "H", "H", "H", "H", "H", "H", "H", "C", "N", "C", "C", "N", "C", "H", "H", "H", "H", "H", "H"], "coordinates": [[-0.17103, -0.11875, 0.30694], [-2.51609, 3.44710, -4.07060], [-1.81018, 2.71312, -3.16838], [-1.22927, 3.29460, -2.04757], [-0.59767, 2.47120, -1.13848], [-0.48342, 1.16601, -1.33939], [-0.97769, 0.61226, -2.44386], [-1.67420, 1.34538, -3.38222], [-0.69245, -0.89144, -2.54380], [-1.06747, -1.48885, -3.55454], [-0.05406, -1.33809, -1.54479], [-0.09183, 2.93686, 0.22007], [-0.06168, 4.14664, 0.45977], [0.21805, 1.97945, 1.00099], [-2.51943, 4.36398, -3.77893], [-1.28673, 4.35875, -1.84694], [-2.09265, 0.85805, -4.25158], [2.77484, -0.59210, -0.32658], [2.43333, -1.11450, 1.28662], [1.13942, -0.87107, 1.76541], [0.95080, -1.23021, 3.10054], [-0.59165, -0.95371, 3.86032], [1.93405, -1.82620, 3.89136], [1.61250, -2.26262, 5.53335], [3.18849, -2.07388, 3.34941], [4.41636, -2.82029, 4.30368], [3.44554, -1.70280, 2.03400], [5.01060, -1.96517, 1.35917], [-1.52686, 2.68961, 3.41700], [-2.55093, 1.85789, 2.84867], [-2.32899, 0.84877, 1.58170], [-2.93487, 1.69385, 0.33872], [-4.11597, 2.48487, 0.43345], [-3.72502, 0.01456, 1.85983], [-3.90774, -0.85945, 2.95215], [-2.00983, 3.25849, 4.21200], [-1.09832, 3.37103, 2.68838], [-0.72800, 2.08097, 3.84064], [-3.86558, 3.50593, 0.14049], [-4.51629, 2.48868, 1.44579], [-4.86552, 2.08223, -0.24899], [-4.89542, -1.30674, 2.83680], [-3.86800, -0.31753, 3.90213], [-3.15681, -1.65338, 2.97162], [-2.64987, -5.07962, 1.73153], [-2.44345, -3.81077, 1.07039], [-3.24441, -3.22247, 0.12101], [-2.65623, -2.03308, -0.18490], [-1.51851, -1.88298, 0.56289], [-1.41810, -2.96052, 1.30014], [-3.43929, -5.62764, 1.22400], [-2.93607, -4.93068, 2.77382], [-1.73542, -5.67048, 1.70105], [-4.13408, -3.69742, -0.25545], [-2.96124, -1.29074, -0.90350], [-0.61880, -3.17260, 1.99342]]}